# C3H2IN2

A structure of composition C3H2IN2 at a distorted geometry (ωB97M-V/def2-TZVPD, the OMol25 dataset).

```
8
Properties=species:S:1:pos:R:3:forces:R:3:lowdin_charge:R:1
C 0.4436 -1.4504 0.0287 1.314 1.948 -0.051 -0.02
C 0.6367 0.5372 -0.0534 -1.141 0.352 -2.193 -0.08
C -0.8965 -0.0409 -0.0293 0.608 -0.776 -0.684 -0.68
N 1.3825 -0.7009 0.0471 1.343 -3.239 -0.273 0.18
N -0.8391 -1.4150 0.0033 -1.206 1.324 0.142 0.15
I -2.6634 0.9692 0.0234 0.612 -0.233 -0.040 1.14
H 1.1349 1.1595 -0.9119 -1.659 -0.915 1.474 0.20
H 0.8013 0.9414 0.8921 0.128 1.539 1.626 0.11
```
Positions in Å, forces in eV/Å.

The value obtained for the maximum force is 0.06840 hartree/bohr. The charge is +1. The HOMO-LUMO gap comes out at 7.76 eV. As for the multiplicity: 1. Its total energy is -14211.6515 eV. As for the energy above the lowest of the compared OMol25 structures with the same formula, charge and spin: 29.18 kcal/mol. For the LUMO energy, the calculation gives -7.3 eV.



# C3H9NS

A cluster of 2 separate species, C3H9NS in total at a distorted geometry (ωB97M-V/def2-TZVPD, the OMol25 dataset).

```
14
Properties=species:S:1:pos:R:3:forces:R:3:lowdin_charge:R:1
C 1.5175 -0.3449 -2.4106 -1.322 -2.876 -1.383 -0.20
N 1.3931 0.0092 -0.9911 2.961 1.269 -1.232 -0.20
C 0.0723 0.2253 -0.5001 -1.308 -0.048 -1.676 -0.45
C 0.0042 0.4733 1.0379 0.980 0.869 -1.663 -0.85
S -1.6023 -0.0897 1.5950 0.112 -0.351 0.627 0.16
H 2.5118 -0.8030 -2.6971 -0.690 0.911 0.658 0.06
H 0.8062 -1.2957 -2.6528 1.305 2.062 0.897 0.10
H 1.2131 0.3452 -3.2663 0.308 -0.014 1.300 0.06
H 1.9920 0.8491 -0.8180 -0.582 -0.983 -0.121 0.11
H -0.3893 -0.7480 -0.8637 -0.419 1.298 1.043 0.08
H -0.4065 1.1271 -1.1007 0.267 -1.559 1.192 0.12
H 0.0786 1.6128 1.0840 0.185 -1.319 0.586 0.05
H 0.9124 -0.0671 1.4865 -1.379 0.912 -0.341 0.04
H -0.3972 -1.7707 1.4831 -0.419 -0.170 0.111 -0.08
```
Positions in Å, forces in eV/Å.

The value obtained for the maximum force is 0.06717 hartree/bohr. The charge is -1. The HOMO-LUMO gap (alpha / beta) comes out at 5.11 / 6.62 eV. As for the multiplicity: 2. Its total energy is -15579.3335 eV. As for the energy above the lowest of the compared OMol25 structures with the same formula, charge and spin: 62.59 kcal/mol. For the LUMO energy (alpha / beta), the calculation gives 3.8 / 3.8 eV.



# C45H37Br2N4O8P2SW

A structure of composition C45H37Br2N4O8P2SW at a distorted geometry (ωB97M-V/def2-TZVPD, the OMol25 dataset).

```
100
Properties=species:S:1:pos:R:3:forces:R:3:lowdin_charge:R:1
W 0.9994 0.2128 -0.9902 -1.204 -0.198 -0.885 1.68
C 2.1071 0.8836 -4.2393 0.976 0.528 -0.376 0.02
C 3.2438 0.5713 -3.2813 -1.243 0.643 -1.845 -0.25
C 4.5651 0.8012 -3.7019 -0.915 -0.539 0.467 0.03
C 5.5774 0.3727 -2.9346 0.768 -0.642 1.466 0.05
C 5.2967 -0.2281 -1.6852 -0.914 -0.305 1.227 -0.14
C 6.2151 -0.5956 -0.6587 1.036 -0.364 -0.042 -0.56
Br 8.1076 -0.5513 -0.8798 -0.638 0.202 -0.368 0.88
C 5.8111 -1.0721 0.5691 -0.388 0.290 -0.922 -0.16
C 4.4530 -1.1866 0.8802 0.142 -0.097 -0.187 -0.61
Br 4.0362 -1.9378 2.5001 -0.459 -0.136 0.705 0.99
C 3.5234 -0.7856 -0.0440 0.365 -0.268 0.011 -0.32
O 2.1801 -0.7363 0.1077 0.461 0.042 0.728 -0.30
C 3.9314 -0.3597 -1.2965 1.096 1.181 -0.664 -0.14
N 2.9210 0.1173 -2.0943 0.144 -0.631 0.931 0.04
H 2.4407 0.8549 -5.2948 0.000 -0.025 0.640 0.12
H 1.8087 1.9191 -4.0527 -0.391 -0.048 -0.064 0.11
H 1.2904 0.1803 -4.1522 -0.155 -0.010 0.188 0.07
H 4.7184 1.2853 -4.6201 0.198 0.391 -1.160 0.13
H 6.6126 0.4535 -3.1779 0.542 0.304 -0.451 0.11
H 6.5345 -1.3974 1.2841 0.337 -0.072 0.300 0.10
C -4.6162 2.0576 6.2907 -1.167 -0.754 -0.732 -0.39
S -3.6519 2.2374 4.7755 0.290 -0.280 0.209 0.80
C -2.2296 1.1544 5.2106 -0.558 0.183 -0.737 -0.47
C -1.2585 1.2176 4.0206 0.176 -0.863 0.848 -0.29
C -1.7758 0.4237 2.8175 1.206 0.151 0.956 -0.20
N -0.6321 0.2681 1.8341 -0.463 1.296 -0.216 -0.36
P 0.0016 1.5301 0.8989 -0.437 -0.193 0.405 1.00
C 1.7062 2.1290 1.0153 -0.136 -0.003 0.456 -0.35
C 2.0770 2.6122 -0.2599 0.846 -0.574 0.536 -0.16
C 3.4386 2.8564 -0.4960 0.208 0.719 -0.545 -0.03
C 4.4013 2.6613 0.4843 -0.378 -0.130 -0.338 -0.02
C 4.0189 2.2158 1.7453 -0.729 -0.592 0.367 0.01
C 2.6695 1.9219 2.0098 0.208 0.448 -1.145 -0.02
C -1.1702 2.8640 0.6500 0.672 -0.113 0.360 -0.33
C -2.3697 2.7301 -0.0319 -0.681 -0.397 -0.386 -0.08
C -3.2413 3.8124 -0.1150 -0.646 -1.137 -1.006 -0.03
C -2.8796 5.0551 0.3684 -0.918 0.362 -0.371 -0.02
C -1.6841 5.1841 1.0332 0.757 0.809 1.555 -0.03
C -0.8570 4.0857 1.2460 -0.601 0.121 -0.730 -0.06
P -0.4379 -1.0275 0.8000 -0.031 -0.075 -0.636 0.97
C -1.9927 -1.7304 0.3016 0.386 -0.416 0.243 -0.31
C -2.1761 -3.1073 0.5631 -0.012 -0.001 0.876 -0.05
C -3.3299 -3.7612 0.1382 0.550 1.013 -0.576 -0.01
C -4.2891 -3.0460 -0.5854 0.669 -1.078 0.995 -0.01
C -4.0657 -1.7192 -0.8183 -1.728 1.583 -0.521 -0.07
C -2.9755 -1.0101 -0.3682 0.205 -1.073 -0.651 -0.08
C 0.5039 -2.2905 1.5508 0.288 -0.480 0.947 -0.42
C 0.9127 -3.3512 0.7420 -0.468 -0.658 -0.755 -0.10
C 1.3006 -4.5260 1.3612 0.102 -0.272 -1.165 -0.05
C 1.3564 -4.6585 2.7286 0.060 0.047 0.734 -0.05
C 1.0618 -3.5942 3.5682 -0.829 1.168 -0.496 -0.04
C 0.6033 -2.3885 2.9495 0.347 -0.857 0.722 -0.08
H -5.6799 2.2913 6.0718 0.778 0.162 0.091 0.06
H -4.2309 2.6808 7.0625 0.196 0.449 0.602 0.03
H -4.6278 1.0065 6.5937 0.180 0.154 0.038 0.04
H -2.6285 0.1454 5.3620 0.255 0.072 0.104 0.08
H -1.7359 1.5042 6.1100 -0.014 0.052 0.152 0.09
H -0.2870 0.7701 4.3120 -0.355 0.238 -0.032 0.11
H -1.1091 2.2762 3.8470 0.210 0.282 -0.562 0.09
H -2.6220 0.9315 2.3679 -0.179 -0.285 -0.287 0.10
H -2.0093 -0.5910 3.1915 -0.176 0.450 -0.522 0.14
H 1.3288 2.9292 -0.9491 -0.416 0.379 -0.591 0.10
H 3.7103 3.3141 -1.4532 0.038 -0.306 0.305 0.14
H 5.4504 2.8396 0.2862 -0.067 0.146 -0.087 0.13
H 4.7925 2.0447 2.4929 -0.338 0.134 0.031 0.14
H 2.2897 1.5813 2.9327 0.168 -0.468 1.133 0.11
H -2.6482 1.7827 -0.5037 0.103 0.518 0.250 0.08
H -4.2101 3.6420 -0.6330 0.812 0.350 0.465 0.14
H -3.5867 5.8876 0.2145 0.649 -0.357 0.277 0.14
H -1.4181 6.1247 1.5543 -0.198 -0.576 -0.630 0.14
H 0.0028 4.1558 1.8586 0.807 0.345 0.452 0.10
H -1.4588 -3.6233 1.2366 -0.668 0.243 -0.908 0.12
H -3.3943 -4.8054 0.2977 -0.369 -0.818 0.317 0.12
H -5.2196 -3.5044 -0.8734 -0.049 -0.150 -0.251 0.13
H -4.8795 -1.1675 -1.3067 0.464 -0.124 0.011 0.13
H -2.8992 -0.0002 -0.7026 0.284 0.520 0.230 0.07
H 0.7546 -3.3662 -0.3685 0.356 0.229 1.089 0.12
H 1.4991 -5.4103 0.7592 0.093 0.255 -0.015 0.13
H 1.6043 -5.6373 3.0994 0.126 -0.094 0.401 0.13
H 1.0599 -3.6766 4.6704 0.142 0.036 -0.834 0.13
H 0.3121 -1.5748 3.6176 0.001 -0.077 -0.378 0.10
O -1.1707 2.4224 -3.6562 -0.041 -0.104 -0.001 0.23
C -1.0048 1.3803 -3.1470 0.545 0.188 1.122 -0.38
O -0.1945 1.3370 -1.8834 -0.436 0.099 -1.255 -0.32
C -1.4701 0.0371 -3.4824 1.230 -0.630 0.438 -0.06
C -2.4825 -0.0997 -4.4246 0.137 0.609 -0.081 0.11
C -2.8685 -1.3372 -4.8350 -1.242 0.628 0.113 -0.08
C -2.3562 -2.4348 -4.2398 0.233 -1.711 -0.050 0.10
C -1.2834 -2.3375 -3.4209 1.715 -0.215 1.320 -0.04
C -0.7748 -1.1178 -3.0001 -0.151 0.708 -0.250 -0.19
O 0.3651 -1.0792 -2.2403 -0.922 0.361 -0.110 -0.24
N -0.5776 -3.5527 -2.8822 1.927 1.658 -1.266 -0.32
O -1.2395 -4.3807 -2.3607 -0.808 -1.220 0.688 0.16
O 0.6583 -3.5431 -3.0161 -1.780 -0.221 0.248 0.09
N -4.0270 -1.5341 -5.7679 1.860 -2.525 0.755 -0.34
O -4.2344 -2.7184 -6.0017 -0.559 1.023 -0.195 0.11
O -4.5516 -0.5735 -6.1958 -1.128 1.493 -0.732 0.17
H -2.9648 0.7683 -4.8211 -0.190 0.488 -0.217 0.15
H -2.7754 -3.3949 -4.4395 -0.165 -0.592 -0.284 0.15
```
Positions in Å, forces in eV/Å.

The value obtained for the maximum force is 0.06273 hartree/bohr. The charge is +3. The HOMO-LUMO gap comes out at 4.35 eV. As for the multiplicity: 1. Its total energy is -240899.5793 eV. As for the energy above the lowest of the compared OMol25 structures with the same formula, charge and spin: 0.00 kcal/mol. For the LUMO energy, the calculation gives -10.2 eV.